No. 1
# C5H8O

C5H8O in the gas phase (ωB97M-V/def2-TZVPD, OMol25).

Geometry (Å):
C1 1.46015 -0.34381 -0.70685
C2 0.47251 0.13802 0.32372
C3 -0.75873 -0.70983 0.50862
C4 -1.80757 -0.23252 -0.49684
O1 -1.93683 0.92108 -0.82390
C5 0.54557 1.33097 0.90642
H1 0.94918 -0.83102 -1.54689
H2 2.15139 -1.08302 -0.28285
H3 2.05170 0.48466 -1.10596
H4 -0.58037 -1.78399 0.37387
H5 -1.19238 -0.58110 1.51065
H6 -2.46655 -1.00876 -0.93229
H7 -0.19882 1.64549 1.63388
H8 1.31074 2.05383 0.63843

HOMO energy = -9.43 eV
total charge = 0
F_max = 0.62 eV/Å
frontier orbital gap = 10.385 eV
energy relative to the best compared isomer or geometry (same formula, charge and spin) = 111.0 kJ/mol



No. 2
# C26H40BrOPdSb2

A molecular structure, C26H40BrOPdSb2 (ωB97M-V/def2-TZVPD, OMol25).

Geometry (Å):
Pd1 -1.52959 -0.21010 -1.14043
C1 -1.37105 4.21004 5.73843
C2 -0.91732 4.39181 4.28951
C3 0.59909 4.63218 4.29246
C4 -1.61916 5.63593 3.72603
C5 -1.24366 3.17474 3.42519
C6 -0.90353 3.16778 2.08166
C7 -1.18066 2.06352 1.30331
Br1 -0.70813 2.16126 -0.54836
C8 -1.79070 0.87324 1.76146
O1 -1.99613 -0.15717 1.01813
C9 -2.17947 0.91704 3.14159
C10 -1.88517 2.03351 3.90953
C11 -2.89311 -0.29301 3.74860
C12 -4.17807 -0.60577 2.96774
C13 -1.94845 -1.50117 3.70250
C14 -3.29366 -0.06234 5.20939
H1 -1.11615 5.10202 6.31586
H2 -0.88084 3.35451 6.20715
H3 -2.45112 4.06368 5.80476
H4 0.85028 5.50729 4.89939
H5 0.97388 4.80153 3.28218
H6 1.12243 3.76503 4.69969
H7 -1.38373 6.51761 4.32968
H8 -2.70185 5.49596 3.72488
H9 -1.30885 5.83697 2.69974
H10 -0.41622 4.01960 1.62194
H11 -2.17675 2.02006 4.94889
H12 -3.95557 -0.89067 1.94246
H13 -4.82630 0.27424 2.94352
H14 -4.72409 -1.41435 3.46250
H15 -1.63255 -1.69188 2.67968
H16 -2.44658 -2.39709 4.08706
H17 -1.06124 -1.31072 4.31256
H18 -3.93847 0.81248 5.32192
H19 -2.42369 0.06400 5.85708
H20 -3.84330 -0.93589 5.56786
C15 2.85114 -2.29318 1.57620
Sb1 1.19948 -1.32304 0.53833
C16 -0.10164 -3.00365 0.83518
C17 2.07176 -1.79544 -1.43034
C18 1.45283 -2.89002 -2.24001
C19 1.60790 -4.21106 -1.81016
C20 1.05367 -5.28161 -2.48999
C21 0.32103 -5.04222 -3.64574
C22 0.19106 -3.74466 -4.10728
C23 0.75511 -2.65367 -3.43818
C24 0.62285 -1.30278 -4.05461
Sb2 -1.25139 -0.21096 -3.65746
C25 -2.29793 -2.05297 -1.48332
C26 -0.20218 1.68445 -3.90153
H21 2.97676 -3.32096 1.23161
H22 2.64872 -2.30136 2.64821
H23 3.77717 -1.74251 1.40343
H24 0.01414 -3.73210 0.03543
H25 -1.12544 -2.63729 0.84167
H26 0.13880 -3.46794 1.79283
H27 3.10851 -2.04583 -1.19101
H28 2.07238 -0.84619 -1.95947
H29 2.17702 -4.39184 -0.90385
H30 1.18686 -6.29020 -2.11822
H31 -0.13302 -5.86118 -4.19026
H32 -0.35794 -3.55473 -5.02379
H33 0.64167 -1.40405 -5.14135
H34 1.43478 -0.63517 -3.77298
H35 -3.04540 -2.08704 -2.27728
H36 -2.78418 -2.28355 -0.53023
H37 -1.53032 -2.80347 -1.69493
H38 0.15243 1.77297 -4.93010
H39 0.65141 1.74193 -3.22452
H40 -0.87634 2.51694 -3.69607

HOMO energy = -4.31 eV
total charge = -1
F_max = 0.27 eV/Å
frontier orbital gap = 6.872 eV
energy relative to the best compared isomer or geometry (same formula, charge and spin) = 0.0 kJ/mol